1.
30
Properties=species:S:1:pos:R:3:forces:R:3 method="wB97M-V/def2-TZVPD" lumo_energy_ev=2.6 orbital_gap_ev=8.75 charge=-1 max_force_ev_per_a=0.38
Cd 1.137927 -2.381960 -0.350478 -0.039 0.253 0.057
O -2.378417 -1.611001 1.960224 -0.079 -0.101 0.119
C -1.472674 -1.676824 1.140725 0.332 0.110 -0.155
O -0.383422 -2.334563 1.230169 -0.192 -0.058 -0.124
C -1.666465 -0.851424 -0.147242 0.106 -0.153 0.063
C -2.863176 -0.184239 -0.357327 -0.150 0.144 -0.045
C -3.039167 0.524532 -1.532850 0.060 -0.035 0.025
C -2.010172 0.543680 -2.464731 -0.053 0.027 0.013
C -0.848365 -0.144362 -2.171382 0.171 0.024 -0.019
N -0.677115 -0.823060 -1.038692 -0.102 -0.047 0.017
H -3.618901 -0.243140 0.412345 0.005 -0.005 -0.002
H -3.963841 1.054999 -1.724975 0.001 -0.003 0.011
H -2.099570 1.085400 -3.396783 0.008 -0.009 0.011
H -0.012029 -0.150115 -2.863387 -0.025 -0.015 0.021
F 2.174215 -4.375621 -2.665748 -0.028 0.145 0.043
B 1.841402 -3.115080 -2.337311 0.018 -0.231 -0.019
F 1.965603 -2.278081 -3.387906 -0.039 -0.028 0.123
Br -0.197794 3.707610 3.447089 0.009 -0.023 -0.006
C 0.548999 2.552919 2.135743 -0.048 0.069 0.007
C 0.331764 2.833125 0.795315 0.095 -0.146 -0.070
N 0.845447 2.078548 -0.171561 0.012 0.023 0.062
C 1.559440 1.009262 0.189448 -0.096 0.198 -0.048
C 1.805225 0.645721 1.503730 0.014 -0.106 -0.049
C 1.303511 1.459857 2.506027 -0.085 0.030 0.077
C 2.627178 -0.581343 1.880842 0.064 -0.125 0.021
O 3.236293 -0.523027 2.943662 -0.014 -0.052 -0.031
O 2.626253 -1.551064 1.048266 0.037 0.199 -0.058
H -0.263058 3.688504 0.497347 -0.002 0.007 0.006
H 1.978366 0.424990 -0.618776 0.024 -0.097 -0.058
H 1.512543 1.215758 3.538217 -0.004 0.006 0.008

---

2.
40
Properties=species:S:1:pos:R:3:forces:R:3 method="wB97M-V/def2-TZVPD" lumo_energy_ev=-2.3 orbital_gap_ev=7.73 max_force_ev_per_a=0.57
Rh 0.211789 -0.250806 -0.237678 0.175 -0.045 0.014
O -3.105070 2.411020 1.462739 -0.017 -0.002 0.022
C -2.016509 1.632667 1.515113 0.041 -0.011 -0.081
O -0.910896 2.009624 1.766448 -0.014 0.009 0.042
C -2.395344 0.206269 1.195146 -0.003 -0.002 -0.005
O -1.225536 -0.613004 1.244116 -0.035 -0.040 -0.012
C -1.551119 -2.014439 1.016441 0.139 -0.090 0.040
C -1.631607 -2.321845 -0.480892 -0.428 0.375 -0.058
O -2.350012 -3.196415 -0.888958 0.151 -0.139 0.008
O -0.922581 -1.513878 -1.236157 0.057 -0.079 -0.042
H -2.826794 3.319769 1.654030 0.002 -0.002 0.002
H -3.107471 -0.155727 1.938144 -0.004 0.012 0.010
H -2.861919 0.166088 0.207293 -0.008 -0.001 0.008
H -0.739876 -2.585380 1.462867 0.010 0.007 0.043
H -2.491858 -2.255571 1.505882 0.011 -0.006 -0.022
Cl 4.690586 -0.327569 1.143789 0.001 -0.004 -0.017
C 3.289024 -0.669426 2.165248 -0.017 0.029 0.030
Cl 3.358152 -2.322336 2.764162 -0.008 -0.007 0.006
Cl 3.207380 0.465436 3.514308 0.015 -0.012 -0.017
C 2.056582 -0.465362 1.277843 0.032 0.026 0.006
O 1.674590 0.681872 0.970512 -0.054 -0.015 -0.035
O 1.429904 -1.468753 0.808498 0.040 -0.013 0.017
O 0.778943 -0.212313 -7.833945 -0.039 -0.100 0.019
N -0.039006 0.163691 -7.020491 0.105 0.284 -0.037
O -1.144216 0.590983 -7.280825 -0.034 -0.104 0.018
C 0.364339 0.144409 -5.610602 -0.011 -0.089 0.003
C 1.634022 -0.325680 -5.269760 -0.022 0.000 -0.015
C 1.997743 -0.331164 -3.959109 0.009 0.001 0.017
C 1.128701 0.045394 -2.888810 0.021 -0.011 -0.048
O 1.521180 -0.142018 -1.690191 -0.024 0.008 0.096
C -0.125549 0.573412 -3.317565 0.052 0.114 -0.014
C -0.501983 0.600722 -4.661813 -0.001 0.026 0.007
N -1.058958 1.186949 -2.417313 -0.267 -0.420 0.086
O -2.034547 1.732593 -2.851388 0.115 0.162 -0.011
O -0.879409 1.181732 -1.163663 0.019 0.145 -0.091
N 3.355475 -0.796999 -3.634302 -0.021 -0.022 0.037
O 3.980826 -0.154698 -2.822320 0.006 0.009 -0.013
O 3.755235 -1.773934 -4.233555 0.006 0.008 -0.014
H 2.312440 -0.685660 -6.030006 0.001 0.000 0.000
H -1.468664 0.984242 -4.949485 0.001 -0.002 0.001

---

3.
22
Properties=species:S:1:pos:R:3:forces:R:3 method="wB97M-V/def2-TZVPD" lumo_energy_ev="-0.9 / -0.9" orbital_gap_ev="6.38 / 6.37" max_force_ev_per_a=3.69
C 0.926296 2.594071 -0.565308 0.627 2.389 -1.189
C 1.688876 -1.769537 1.349704 1.137 -2.246 0.696
C 1.682869 1.669996 0.045889 2.957 0.643 2.105
C 2.100129 -0.523280 1.011286 1.040 0.788 0.493
C -0.327023 2.185750 -0.982597 -2.477 -0.492 1.497
C 0.490778 -2.208014 0.785156 -3.144 -1.067 -0.831
C 1.196153 0.373676 0.420478 1.009 0.285 -1.308
C -0.092856 -0.048430 -0.000536 0.249 0.386 0.588
C -0.898513 0.976851 -0.519511 -0.789 0.948 -2.026
C -0.473747 -1.419358 0.104144 2.809 0.155 2.290
C -2.297047 0.690782 -0.852822 -0.302 -1.095 -2.413
C -1.720361 -1.966015 -0.391206 -1.735 1.797 -1.415
F -2.659639 -2.597144 0.401294 2.084 1.102 -1.644
F -1.617734 -2.510183 -1.626326 -0.576 -0.285 1.380
I -3.856185 0.682133 0.472315 -0.345 0.267 0.700
H 1.292061 3.699581 -0.740580 -0.696 -2.533 0.221
H 2.315391 -2.548887 1.957875 -1.068 1.765 -1.405
H 2.744241 2.066553 0.392818 -2.187 -1.435 -0.574
H 3.132200 -0.141866 1.149238 -0.788 -0.449 0.347
H -1.048262 2.908553 -1.351391 0.220 -0.006 -0.336
H 0.126051 -3.250052 0.825643 0.856 0.342 0.499
H -2.703687 1.134820 -1.885555 1.120 -1.258 2.326